P.
A cluster of 2 separate species, C2H3N3O2S in total. Source: the Open Molecules 2025 dataset; level of theory: wB97M-V/def2-TZVPD.

Results
charge = 0
E_LUMO = -0.8 eV
frontier orbital gap = 8.4 eV

Geometry as XYZ:
```
11
C2H3N3O2S wB97M-V/def2-TZVPD
S -1.377 -1.278 1.403
O 0.038 1.816 -0.554
O 0.938 -1.541 -0.322
N -1.137 1.099 0.026
N 2.162 0.995 -1.280
N 0.450 -0.300 -0.430
C -0.679 -0.045 0.246
C 0.951 0.958 -0.970
H -2.350 -0.497 2.035
H 2.358 1.976 -1.607
H 2.252 -1.260 0.268
```

Löwdin population analysis, charges in e, atoms 1 to 2:
1 S 0.8098
2 O 0.0318

Q.
The molecule C2H3N3O2S. Source: the Open Molecules 2025 dataset; level of theory: wB97M-V/def2-TZVPD.

Results
structure (SMILES) = Nc1noc(=O)n1S
charge = 0
E_LUMO = 0.2 eV
frontier orbital gap = 10.1 eV

Geometry as XYZ:
```
11
C2H3N3O2S wB97M-V/def2-TZVPD
S -1.084 -0.441 1.738
O 0.833 -2.409 0.966
O 1.150 -1.415 -1.166
N -0.261 -0.427 0.239
N -0.663 1.629 -0.797
N 0.777 -0.017 -1.658
C 0.631 -1.521 0.088
C -0.036 0.524 -0.884
H -0.610 1.997 0.265
H -0.152 -0.336 2.645
H -0.586 2.416 -1.438
```

Löwdin population analysis, charges in e, atoms 1 to 2:
1 S 0.8658
2 O 0.0150

Relative energies, unit hartree: P 0.1428; Q 0.0000

P.
The molecule CH3NO2S. Source: the Open Molecules 2025 dataset; level of theory: wB97M-V/def2-TZVPD.

Results
charge = 0
E_LUMO (spin up / spin down) = -2.3 / -3.0 eV
frontier orbital gap (spin up / spin down) = 8.7 / 7.9 eV

Geometry as XYZ:
```
8
CH3NO2S wB97M-V/def2-TZVPD
S -0.866 0.017 -0.051
O -1.720 1.143 0.126
O -1.276 -1.100 -0.885
N -0.122 -0.351 1.288
C 0.796 0.488 -0.839
H 0.453 -1.105 1.482
H 1.445 -0.293 -1.055
H 1.290 1.202 -0.065
```

Löwdin population analysis, charges in e, atoms 1 to 2:
1 S 0.4513
2 O -0.2932

Q.
The molecule CH3NO2S. Source: the Open Molecules 2025 dataset; level of theory: wB97M-V/def2-TZVPD.

Results
structure (SMILES) = O=NSCO
charge = 0
E_LUMO = -0.4 eV
frontier orbital gap = 8.9 eV

Geometry as XYZ:
```
8
CH3NO2S wB97M-V/def2-TZVPD
S -0.371 -1.321 -1.522
O -0.422 0.265 -3.532
O 0.812 0.715 -0.038
N -0.155 0.089 -2.351
C 0.119 -0.508 0.121
H 0.309 1.192 -0.648
H -0.803 -0.142 0.698
H 0.862 -1.187 0.624
```

Löwdin population analysis, charges in e, atoms 1 to 2:
1 S 0.9360
2 O -0.0939

R.
A cluster of 2 separate species, CH3NO2S in total. Source: the Open Molecules 2025 dataset; level of theory: wB97M-V/def2-TZVPD.

Results
charge = 0
E_LUMO = 0.9 eV
frontier orbital gap = 9.6 eV

Geometry as XYZ:
```
8
CH3NO2S wB97M-V/def2-TZVPD
S -1.774 0.381 0.315
O -1.054 1.388 -0.864
O 1.918 -0.204 0.106
N -0.588 -0.687 0.499
C 2.555 -0.809 -0.606
H -0.036 -0.816 1.334
H -0.645 2.188 -0.619
H -0.377 -1.441 -0.165
```

Löwdin population analysis, charges in e, atoms 1 to 2:
1 S 0.8064
2 O -0.4635

S.
The molecule CH3NO2S. Source: the Open Molecules 2025 dataset; level of theory: wB97M-V/def2-TZVPD.

Results
charge = 0
E_LUMO = -0.3 eV
frontier orbital gap = 9.6 eV

Geometry as XYZ:
```
8
CH3NO2S wB97M-V/def2-TZVPD
S 0.411 -0.660 -0.776
O -0.148 0.261 -1.783
O -1.196 -1.020 1.480
N 1.328 0.276 0.363
C -1.005 -0.575 0.420
H 1.876 0.925 -0.105
H -1.803 -0.100 -0.287
H 0.537 0.894 0.688
```

Löwdin population analysis, charges in e, atoms 1 to 2:
1 S 0.8800
2 O -0.5381

Relative energies, unit hartree: P 0.1427; Q 0.0725; R 0.0000; S 0.0253

P.
The molecule CH3NO2S. Source: the Open Molecules 2025 dataset; level of theory: wB97M-V/def2-TZVPD.

Results
structure (SMILES) = O=[N+]([O-])CS
charge = 0
E_LUMO = -0.3 eV
frontier orbital gap = 9.6 eV

Geometry as XYZ:
```
8
CH3NO2S wB97M-V/def2-TZVPD
S 0.206 -0.850 0.891
O -2.295 1.443 -0.576
O -0.996 0.036 -1.717
N -1.586 0.442 -0.709
C -1.461 -0.351 0.574
H 0.606 -1.155 -0.374
H -2.246 -1.193 0.564
H -1.707 0.455 1.371
```

Löwdin population analysis, charges in e, atoms 1 to 2:
1 S 0.7387
2 O 0.0564

Q.
The molecule CH3NO2S. Source: the Open Molecules 2025 dataset; level of theory: wB97M-V/def2-TZVPD.

Results
structure (SMILES) = CS[N+](=O)[O-]
charge = 0
E_LUMO (spin up / spin down) = -0.3 / -0.3 eV
frontier orbital gap (spin up / spin down) = 9.9 / 9.9 eV

Geometry as XYZ:
```
8
CH3NO2S wB97M-V/def2-TZVPD
S -1.061 -0.298 -0.057
O 0.676 1.386 -0.809
O -1.338 1.367 -1.905
N -0.579 0.959 -1.089
C 0.445 -0.790 0.832
H 0.162 -0.234 1.809
H 0.390 -2.001 0.913
H 1.305 -0.389 0.306
```

Löwdin population analysis, charges in e, atoms 1 to 2:
1 S 0.9606
2 O -0.1143

R.
A cluster of 2 separate species, CH3NO2S in total. Source: the Open Molecules 2025 dataset; level of theory: wB97M-V/def2-TZVPD.

Results
charge = 0
E_LUMO (spin up / spin down) = -0.7 / -0.1 eV
frontier orbital gap (spin up / spin down) = 8.2 / 8.8 eV

Geometry as XYZ:
```
8
CH3NO2S wB97M-V/def2-TZVPD
S -2.545 -0.807 0.018
O -2.204 0.619 -0.198
O -0.291 1.138 -0.146
N 0.584 0.340 0.112
C 1.805 0.121 0.341
H 2.485 0.961 0.092
H -2.067 -1.495 -0.990
H 2.234 -0.878 0.771
```

Löwdin population analysis, charges in e, atoms 1 to 2:
1 S 0.8051
2 O -0.6426

Relative energies, unit hartree: P 0.0000; Q 0.0341; R 0.0903

P.
The molecule C2H3NO2S2. Source: the Open Molecules 2025 dataset; level of theory: wB97M-V/def2-TZVPD.

Results
structure (SMILES) = NS(=O)(=O)C1=CS1
charge = 0
E_LUMO = -1.3 eV
frontier orbital gap = 7.4 eV

Geometry as XYZ:
```
10
C2H3NO2S2 wB97M-V/def2-TZVPD
S 2.421 0.388 0.461
S -0.461 -0.328 0.169
O -0.938 -1.149 -0.856
O 0.292 -0.957 1.259
N -1.944 0.355 0.738
C 2.023 0.109 -1.117
C 0.797 0.872 -0.419
H -2.694 0.138 0.151
H 2.617 -0.335 -1.908
H -2.112 0.907 1.521
```

Löwdin population analysis, charges in e, atoms 1 to 2:
1 S 0.9192
2 S 0.5234

Q.
A structure of composition C2H3NO2S2. Source: the Open Molecules 2025 dataset; level of theory: wB97M-V/def2-TZVPD.

Results
charge = 0
E_LUMO (spin up / spin down) = -0.6 / -0.6 eV
frontier orbital gap (spin up / spin down) = 8.3 / 8.3 eV

Geometry as XYZ:
```
10
C2H3NO2S2 wB97M-V/def2-TZVPD
S 0.898 -0.550 0.450
S -1.323 -1.628 0.322
O -0.341 -2.010 -0.713
O 2.072 0.279 1.240
N -1.942 -0.222 0.028
C -1.204 0.690 -0.632
C 0.161 0.728 -0.497
H -1.700 1.561 -1.273
H 0.928 1.405 -0.908
H 2.453 -0.253 1.984
```

Löwdin population analysis, charges in e, atoms 1 to 2:
1 S 0.9408
2 S 0.8530

R.
A structure of composition C2H3NO2S2. Source: the Open Molecules 2025 dataset; level of theory: wB97M-V/def2-TZVPD.

Results
charge = 0
E_LUMO = -0.7 eV
frontier orbital gap = 6.8 eV

Geometry as XYZ:
```
10
C2H3NO2S2 wB97M-V/def2-TZVPD
S 1.919 -0.920 0.791
S -0.508 -0.098 -0.542
O -1.488 -1.236 -1.159
O 3.674 1.100 -0.105
N -1.482 0.926 0.329
C 0.287 -1.231 0.736
C 2.593 0.923 -0.425
H -1.336 -2.072 -0.738
H -1.629 1.850 0.000
H -2.030 0.758 1.112
```

Löwdin population analysis, charges in e, atoms 1 to 2:
1 S 0.6034
2 S 0.8652

S.
The molecule C2H3NO2S2. Source: the Open Molecules 2025 dataset; level of theory: wB97M-V/def2-TZVPD.

Results
structure (SMILES) = C=N[C@@H]1SS1(=O)=O
charge = 0
E_LUMO = -0.2 eV
frontier orbital gap = 10.0 eV

Geometry as XYZ:
```
10
C2H3NO2S2 wB97M-V/def2-TZVPD
S 0.357 1.469 -0.125
S -0.951 1.177 -1.657
O 0.199 2.640 0.664
O 1.651 0.907 -0.353
N -0.439 -0.961 0.610
C 0.316 -1.785 0.122
C -0.897 0.224 0.150
H 0.732 -2.377 0.877
H -1.743 0.533 0.583
H 0.774 -1.827 -0.870
```

Löwdin population analysis, charges in e, atoms 1 to 2:
1 S 0.3696
2 S 0.6296

Relative energies, unit hartree: P 0.0937; Q 0.0000; R 0.0604; S 0.0042

P.
The ion C3H9N2O with charge -1. Source: the Open Molecules 2025 dataset; level of theory: wB97M-V/def2-TZVPD.

Results
structure (SMILES) = NCCNC[O-]
charge = -1
E_LUMO = 4.2 eV
frontier orbital gap = 6.7 eV

Geometry as XYZ:
```
15
C3H9N2O wB97M-V/def2-TZVPD
O 2.063 -2.112 0.643
N 0.766 -0.160 0.822
N -1.980 0.367 0.228
C 0.452 0.894 -0.132
C -0.933 0.718 -0.751
C 1.016 -1.508 0.154
H 0.022 -2.040 0.284
H 1.042 -1.258 -0.965
H -0.906 -0.121 -1.445
H 0.445 1.831 0.454
H -2.016 1.092 0.941
H -1.252 1.624 -1.263
H 1.221 1.026 -0.913
H -1.613 -0.436 0.737
H 1.674 0.082 1.205
```

Löwdin population analysis, charges in e, atoms 1 to 2:
1 O -0.3129
2 N -0.0965

Q.
A cluster of 2 separate species, C3H9N2O in total. Source: the Open Molecules 2025 dataset; level of theory: wB97M-V/def2-TZVPD.

Results
charge = -1
E_LUMO = 4.3 eV
frontier orbital gap = 7.2 eV

Geometry as XYZ:
```
15
C3H9N2O wB97M-V/def2-TZVPD
O 0.757 -0.522 -0.093
N 2.517 -1.892 0.773
N -2.246 1.422 -0.587
C -2.147 0.706 0.690
C 2.031 -0.557 0.308
C -1.235 1.306 -1.341
H 2.067 -2.082 1.661
H -0.341 0.701 -1.086
H -1.302 1.820 -2.303
H -2.143 -0.373 0.541
H -2.980 0.997 1.331
H -1.210 0.931 1.204
H 2.759 -0.263 -0.484
H 2.231 0.129 1.168
H 2.117 -2.564 0.126
```

Löwdin population analysis, charges in e, atoms 1 to 2:
1 O -0.3461
2 N -0.0544

Relative energies, unit hartree: P 0.0000; Q 0.0152

P.
A cluster of 2 separate species, C5H5ClN2O2 in total. Source: the Open Molecules 2025 dataset; level of theory: wB97M-V/def2-TZVPD.

Results
structure (SMILES) = Clc1cccnc1.O=NO
charge = 0
E_LUMO = 0.1 eV
frontier orbital gap = 9.9 eV

Geometry as XYZ:
```
15
C5H5ClN2O2 wB97M-V/def2-TZVPD
Cl -0.278 -3.348 0.759
O -2.024 0.212 2.837
O -3.013 0.413 0.928
N -0.691 0.219 -0.974
N -1.842 0.513 1.715
C -0.948 -0.958 -0.495
C 1.467 0.192 0.113
C 0.009 -1.740 0.099
C 0.454 0.810 -0.600
C 1.263 -1.142 0.507
H -2.564 0.633 0.037
H -1.885 -1.379 -0.513
H 0.606 1.790 -1.149
H 2.453 0.629 0.261
H 1.837 -1.709 1.176
```

Löwdin population analysis, charges in e, atoms 1 to 2:
1 Cl 0.6497
2 O 0.0509

Q.
A cluster of 3 separate species, C5H5ClN2O2 in total. Source: the Open Molecules 2025 dataset; level of theory: wB97M-V/def2-TZVPD.

Results
charge = 0
E_LUMO = -2.0 eV
frontier orbital gap = 7.4 eV

Geometry as XYZ:
```
15
C5H5ClN2O2 wB97M-V/def2-TZVPD
Cl -4.261 -0.957 0.523
O -2.747 3.712 0.125
O -2.588 2.015 1.655
N -1.088 -0.314 0.281
N -0.243 -0.452 -1.713
C -1.527 -0.549 -1.884
C -2.018 -0.528 -0.659
C 0.040 -0.143 -0.416
C 1.380 0.277 0.022
C -2.709 2.844 0.870
H -1.322 -0.143 1.254
H 1.454 0.617 1.085
H 1.409 1.080 -0.808
H -1.915 -0.965 -2.817
H 2.157 -0.395 -0.166
```

Löwdin population analysis, charges in e, atoms 1 to 2:
1 Cl -0.0166
2 O 0.2268

Relative energies, unit hartree: P 0.0200; Q 0.0000